Density functional theory data (ωB97M-V/def2-TZVPD) for a molecular structure, C22H23MoN4O8P2S4.

Each line ends with the Mulliken charge.
Geometry (Å):
Mo 0.364 -0.076 -0.148  -1.4996
C 0.426 -2.259 2.289  -2.1037
N 0.329 -0.900 1.782  1.1348
C -0.007 -0.019 2.693  -0.1121
C -0.002 1.328 2.333  -0.2183
C -0.334 2.545 2.949  -0.9759
C -0.104 3.533 1.993  -1.3258
C 0.374 2.888 0.852  -0.6290
N 0.422 1.568 1.054  1.4653
C -0.861 -3.049 2.275  1.2192
C -1.720 -3.036 1.185  0.6730
C -2.833 -3.854 1.158  -1.2292
C -3.102 -4.705 2.218  -0.4386
C -2.267 -4.706 3.322  -0.5938
C -1.160 -3.876 3.350  -0.6915
H 0.811 -2.235 3.317  0.3776
H 1.161 -2.799 1.679  0.3007
H -0.271 -0.332 3.703  0.4791
H -0.705 2.668 3.947  0.4843
H -0.250 4.591 2.096  0.4371
H 0.666 3.319 -0.090  0.6415
H -1.518 -2.373 0.358  0.4147
H -3.488 -3.831 0.300  0.4047
H -3.958 -5.365 2.189  0.3734
H -2.476 -5.352 4.165  0.3632
H -0.506 -3.881 4.211  0.3542
S -0.878 -1.295 -1.998  -0.3120
S -0.070 -3.009 -2.788  -0.1096
S 0.804 -3.740 -1.048  -0.1058
S 1.918 -2.115 -0.494  -0.1833
N -3.379 0.337 -2.258  0.2182
C -3.008 1.547 -1.493  0.5659
C -4.109 2.567 -1.610  -1.9245
P -2.991 0.885 0.249  0.4834
O -2.906 2.168 1.195  -0.6400
O -4.300 0.214 0.391  -0.8584
O -1.768 0.012 0.397  0.3683
P -1.389 2.271 -2.034  0.5901
O -1.561 1.971 -3.641  -0.6821
O -1.369 3.707 -1.719  -0.8482
O -0.230 1.421 -1.583  -0.2135
H -4.135 -0.100 -1.698  0.5209
H -2.558 -0.353 -2.283  -0.1832
H -3.644 0.567 -3.218  0.4408
H -5.006 2.204 -1.110  0.4540
H -4.313 2.809 -2.653  0.4821
H -3.781 3.477 -1.118  0.3659
H -2.039 2.592 1.266  0.5291
H -0.712 1.688 -3.986  0.3502
O 2.000 0.115 -2.985  -0.5790
C 2.704 0.379 -2.030  -0.0355
N 2.250 0.498 -0.744  1.3978
C 3.274 0.766 0.117  -0.0235
O 3.158 0.826 1.328  -0.6311
C 4.526 0.865 -0.685  0.1173
C 5.839 1.066 -0.316  -0.5511
C 6.812 0.966 -1.306  -0.4463
C 6.470 0.674 -2.619  -0.4570
C 5.141 0.484 -2.993  -0.5152
C 4.179 0.591 -2.012  0.3753
H 6.099 1.261 0.714  0.4706
H 7.854 1.099 -1.046  0.3851
H 7.252 0.567 -3.359  0.3939
H 4.875 0.227 -4.008  0.4845

Results
Kohn-Sham gap (spin up / spin down) = 5.955 / 5.956 eV
net charge = -1
lowest unoccupied orbital energy (spin up / spin down) = 1.42 / 1.42 eV

Density functional theory data (ωB97M-V/def2-TZVPD) for a molecular structure, C35H58FeN3OP2.

Each line ends with the Mulliken charge.
Geometry (Å):
C -2.414 -1.062 -0.586  -0.1942
C -0.384 -1.790 -1.532  -0.6657
C -3.102 -2.083 -1.245  -0.8665
C -1.028 -2.779 -2.265  -0.2646
C -2.411 -2.927 -2.119  -1.3680
H -4.172 -2.156 -1.088  0.5932
H -0.436 -3.419 -2.927  0.5379
H -2.941 -3.691 -2.689  0.4683
N -1.077 -0.979 -0.694  1.4273
P -2.077 1.560 0.239  -0.3351
P 1.834 -1.007 0.046  -0.1633
C -3.116 0.036 0.198  -2.4052
H -4.101 0.259 -0.237  0.9659
H -3.315 -0.275 1.234  0.8835
C 0.700 1.932 0.908  0.4409
O 1.250 2.886 1.316  -0.4018
C 1.070 -1.428 -1.668  -1.1692
H 1.661 -2.199 -2.173  1.5896
C 3.635 -0.511 -0.357  2.4737
C 1.922 -2.701 0.920  2.4945
C -2.464 2.393 -1.427  2.3826
C -2.772 2.586 1.664  2.7236
C 3.708 1.028 -0.341  -1.8002
H 3.628 1.425 0.678  0.3049
H 4.684 1.329 -0.753  0.5409
H 2.924 1.488 -0.953  0.1879
C 4.644 -1.043 0.670  -1.7951
H 4.424 -0.700 1.687  0.2551
H 4.716 -2.135 0.657  0.2605
H 5.639 -0.653 0.404  0.5806
C 4.072 -1.006 -1.747  -1.2134
H 5.163 -0.876 -1.831  0.6637
H 3.877 -2.070 -1.912  -0.0029
H 3.609 -0.421 -2.549  0.1054
C 2.482 -2.464 2.347  -1.6244
H 2.366 -1.422 2.661  0.2047
H 1.932 -3.073 3.077  0.4413
H 3.540 -2.738 2.434  0.3680
C 0.501 -3.275 1.027  -1.8382
H -0.226 -2.505 1.288  -0.0261
H 0.182 -3.747 0.092  0.3673
H 0.469 -4.034 1.822  0.7866
C 2.789 -3.720 0.129  -1.5515
H 3.019 -3.409 -0.893  0.1966
H 3.724 -3.956 0.652  0.4106
H 2.238 -4.667 0.040  0.4193
C -2.071 3.953 1.661  -1.5922
H -2.473 4.542 2.499  0.5125
H -0.988 3.860 1.807  0.2199
H -2.249 4.520 0.740  0.3074
C -2.495 1.908 3.011  -2.0146
H -2.965 0.923 3.085  0.3530
H -1.428 1.802 3.215  0.2454
H -2.926 2.534 3.806  0.6954
C -4.301 2.755 1.563  -1.5303
H -4.806 1.864 1.176  0.1746
H -4.700 2.930 2.570  0.5067
H -4.590 3.625 0.970  0.3906
C -2.568 1.348 -2.544  -1.7149
H -3.436 0.689 -2.416  0.2624
H -2.682 1.864 -3.510  0.6615
H -1.666 0.729 -2.600  -0.1074
C -1.318 3.391 -1.730  -1.5275
H -0.581 2.947 -2.410  0.0745
H -1.740 4.293 -2.199  0.5521
H -0.760 3.710 -0.841  0.2213
C -3.813 3.127 -1.410  -1.8133
H -4.633 2.466 -1.108  0.3040
H -3.802 4.027 -0.789  0.3645
H -4.038 3.456 -2.435  0.5602
Fe 0.014 0.567 0.066  0.3752
N 0.662 0.955 -1.725  -0.1391
C 1.049 0.009 -2.445  -0.5108
C 1.364 0.099 -3.979  2.1777
C 1.824 -1.240 -4.549  -1.7504
C 0.045 0.457 -4.662  -1.8081
C 2.410 1.213 -4.223  -1.6754
H 2.761 -1.583 -4.092  0.2531
H 1.038 -1.994 -4.406  0.2168
H 1.999 -1.127 -5.628  0.5322
H -0.341 1.416 -4.290  0.3050
H 0.178 0.544 -5.748  0.4989
H -0.699 -0.329 -4.476  0.3072
H 3.203 0.872 -4.903  0.3690
H 1.930 2.081 -4.693  0.3943
H 2.881 1.565 -3.295  0.3080
C -0.444 -1.260 6.700  -1.5235
C -0.300 -0.882 5.262  0.6920
C -1.188 -1.395 4.316  -1.5057
C -1.034 -1.031 2.979  -0.1867
N -0.066 -0.203 2.560  1.7037
C 0.806 0.276 3.465  -0.5786
C 0.706 -0.019 4.828  -1.1680
H -1.431 -0.957 7.071  0.3403
H -0.361 -2.346 6.822  0.3439
H 0.332 -0.771 7.295  0.3892
H -2.002 -2.070 4.579  0.5048
H -1.725 -1.436 2.234  0.0440
H 1.624 0.904 3.104  0.2059
H 1.427 0.425 5.518  0.3911

Results
Kohn-Sham gap (spin up / spin down) = 7.081 / 7.457 eV
multiplicity = 5
net charge = +1
lowest unoccupied orbital energy (spin up / spin down) = -2.26 / -3.13 eV
relative energy (zero: lowest compared OMol25 entry of this formula, charge and spin) = 0.0 kJ/mol

Density functional theory data (ωB97M-V/def2-TZVPD) for a molecular structure, C19H56O17.

Each line ends with the Mulliken charge.
Geometry (Å):
C -3.322 1.673 1.815  -0.4896
C -3.065 0.148 2.055  0.2147
O -4.176 -0.576 2.385  -0.6545
O -2.219 2.463 1.593  -0.1121
H -3.979 2.093 2.685  0.2524
H -4.103 1.613 0.941  0.2292
H -2.268 -0.168 2.804  0.2176
H -2.854 -0.535 1.170  -0.2094
H -5.009 -0.198 1.877  0.3671
H -1.934 2.793 2.417  -0.0001
C -3.842 0.366 -2.687  -0.2763
C -3.627 -0.941 -1.984  0.4086
O -4.943 -1.516 -1.693  -0.5005
O -2.561 0.902 -3.219  -0.6102
H -4.290 1.101 -2.091  0.2385
H -4.509 0.162 -3.650  0.2820
H -3.312 -0.782 -0.929  -0.3028
H -2.914 -1.770 -2.344  0.0300
H -5.344 -1.618 -2.412  0.2484
H -1.899 0.808 -2.361  0.1926
C 1.230 0.644 -0.179  0.2744
C 0.021 0.246 -0.892  2.4400
O -1.029 1.141 -0.967  -0.8791
O 1.945 -0.423 0.403  0.0789
H 1.092 1.093 0.687  -0.6494
H 1.771 1.280 -0.524  -0.9341
H -0.323 -0.649 -0.347  0.7365
H 0.363 -0.022 -1.999  -1.3635
H -1.120 1.365 -0.012  -0.0375
H 1.826 -1.046 -0.301  -0.3516
C 2.956 0.290 -3.429  -0.1599
C 1.531 0.875 -3.579  -0.8243
O 0.792 0.101 -4.332  -0.5309
O 3.613 0.851 -2.372  -0.5839
H 3.450 0.567 -4.418  0.3765
H 2.865 -0.873 -3.096  -0.1387
H 1.676 1.776 -4.078  0.6199
H 1.021 1.053 -2.572  0.6346
H -0.033 0.541 -4.267  0.4128
H 4.636 0.633 -2.262  0.3141
C -0.500 4.828 3.310  -0.1068
C -1.693 4.333 2.377  -0.0060
O -1.233 3.718 1.251  -0.5046
O -1.095 5.434 4.467  -0.5663
H 0.153 5.532 2.774  0.2431
H 0.151 3.878 3.747  0.0295
H -2.401 5.228 2.126  0.3376
H -2.499 3.776 3.033  0.1078
H -0.447 3.128 1.458  0.1485
H -1.432 6.366 4.237  0.3362
C 1.305 -2.616 -3.360  -0.0720
C 2.454 -2.154 -2.414  -0.9726
O 2.228 -2.753 -1.176  -0.5563
O 1.752 -2.191 -4.629  -0.4887
H 0.422 -2.067 -2.779  -0.5100
H 1.221 -3.635 -3.218  0.6530
H 2.749 -1.154 -2.471  0.7115
H 3.406 -2.446 -2.766  0.7677
H 2.235 -3.740 -1.255  0.3340
H 2.259 -2.803 -4.964  0.3548
C 2.189 3.075 0.039  -0.6132
C 2.360 2.107 1.149  -0.2427
O 1.220 2.103 2.039  -0.4034
O 3.459 3.032 -0.618  -0.5793
H 1.880 4.121 0.078  0.4375
H 1.449 2.592 -0.705  0.2986
H 3.253 2.549 1.541  0.3527
H 2.708 1.103 1.107  0.3401
H 1.154 1.115 2.138  0.7168
H 3.561 2.312 -1.064  0.3988
C 3.672 -1.343 2.899  0.0177
C 2.360 -1.313 3.669  -0.2902
O 1.383 -0.604 3.043  -0.3942
O 4.685 -2.083 3.619  -0.5859
H 3.949 -0.312 2.751  0.1752
H 3.611 -1.910 2.063  0.0478
H 2.442 -1.004 4.782  0.2340
H 1.552 -2.217 3.897  0.2196
H 0.918 -1.133 2.390  0.0394
H 4.822 -1.575 4.473  0.3500
C -0.921 -3.519 1.256  0.1244
C -2.179 -3.689 0.296  1.3389
C -1.578 -4.207 -1.107  -1.1298
O -3.035 -4.630 0.877  -0.6183
H -1.170 -3.292 2.421  0.2091
H -0.288 -2.889 0.778  -0.6101
H -0.087 -4.559 1.295  0.2122
H -2.538 -2.756 0.128  -0.4530
H -0.920 -3.413 -1.371  -0.0972
H -2.294 -4.448 -1.856  0.4435
H -0.963 -5.048 -1.026  0.4892
H -3.804 -4.285 1.433  0.3707

Results
Kohn-Sham gap = 7.972 eV
net charge = 0
lowest unoccupied orbital energy = 0.15 eV
relative energy (zero: lowest compared OMol25 entry of this formula, charge and spin) = 2451.9 kJ/mol